DFT (the ωB97M-V functional and the def2-TZVPD basis) results for C42H109N9O24 as an isolated structure at a distorted geometry.

ORCA input file:
```
! wB97M-V def2-TZVPD RIJCOSX def2/J DEFGRID3
* xyz 4 1
C 1.7342 -5.7362 -6.0478
N 0.6020 -4.7107 -5.9174
C 1.2376 -3.3486 -6.1571
C -0.4403 -4.9796 -6.9970
C -0.0416 -4.8956 -4.5266
C -0.7747 -3.6080 -3.9726
O -1.6959 -3.1074 -4.9161
H 2.3062 -5.8025 -5.1454
H 2.3964 -5.4242 -6.8761
H 1.2418 -6.6852 -6.2265
H 0.4182 -2.6761 -6.1420
H 1.8119 -3.3978 -7.0833
H 1.8798 -3.0427 -5.3183
H -1.3146 -4.3897 -6.8873
H -0.5963 -6.0321 -6.9471
H 0.0392 -4.7607 -7.9478
H 0.6853 -5.2284 -3.8775
H -0.7797 -5.7321 -4.6521
H -0.0156 -2.8637 -3.7876
H -1.2614 -3.8012 -2.9835
H -2.3551 -2.5689 -4.4588
C -9.8353 -3.5996 -1.3108
N -8.3647 -3.3456 -1.4573
C -8.0299 -3.1427 -2.9173
C -7.9968 -2.1357 -0.7259
C -7.6042 -4.5478 -0.9456
C -6.0982 -4.4654 -0.8204
O -5.7436 -3.7633 0.3548
H -10.1887 -4.6093 -1.6388
H -10.4187 -2.7858 -1.6697
H -10.0981 -3.6764 -0.2569
H -8.5381 -2.2318 -3.3004
H -8.2772 -4.0480 -3.5034
H -7.0106 -2.8602 -3.1153
H -6.9235 -1.9613 -0.6442
H -8.3302 -2.0921 0.3141
H -8.4897 -1.3047 -1.1896
H -7.9829 -5.3976 -1.5718
H -7.9505 -4.7762 0.0549
H -5.6518 -3.9853 -1.7648
H -5.7617 -5.5391 -0.8184
H -4.9053 -3.1947 0.0988
C 4.7283 -2.3920 5.2426
N 5.0827 -0.9015 5.1139
C 4.8317 -0.3516 6.5502
C 6.5350 -0.8030 4.7696
C 4.1947 -0.1066 4.1607
C 4.3175 -0.5178 2.6921
O 4.0120 -1.8901 2.4047
H 5.4214 -2.8509 5.9251
H 4.8461 -2.8956 4.2696
H 3.7147 -2.5523 5.5593
H 5.5972 -0.7690 7.1713
H 3.8444 -0.6347 6.8514
H 4.9218 0.7541 6.6009
H 6.6688 -1.1469 3.7609
H 7.0091 -1.5048 5.4550
H 6.9066 0.1977 5.0519
H 4.4160 0.9812 4.3103
H 3.1416 -0.1667 4.4948
H 5.3191 -0.3818 2.3754
H 3.6578 0.0726 2.0496
H 3.4349 -1.8185 1.6289
C 4.5542 5.8906 -4.9139
N 5.4401 5.5257 -3.7091
C 6.0329 4.0902 -3.6675
C 6.6294 6.4199 -3.7743
C 4.6063 5.7711 -2.4277
C 3.7886 4.5431 -2.0374
O 2.7823 4.1461 -2.9464
H 5.0701 5.4683 -5.7582
H 4.3779 6.9620 -4.9780
H 3.6098 5.3571 -4.7126
H 6.8207 4.2097 -2.9686
H 6.3897 3.9501 -4.6728
H 5.3995 3.3103 -3.3564
H 7.1243 6.1131 -2.8275
H 6.2225 7.3926 -3.6043
H 7.2152 6.3771 -4.6944
H 4.0278 6.6821 -2.6218
H 5.3296 5.9096 -1.5555
H 3.2547 4.8711 -1.1421
H 4.3338 3.6628 -1.7009
H 2.0345 4.7352 -3.0581
C -4.1764 -5.8412 3.6269
C -2.6076 -5.7970 3.3764
C -2.1809 -5.1527 2.0855
O -0.8422 -4.8422 2.2348
C -0.3109 -4.3710 0.9716
N -2.0798 -4.7893 4.3596
H -2.4274 -3.8956 4.0644
H -2.4188 -4.8524 5.2961
H -1.0642 -4.8152 4.3401
H -4.6699 -6.6175 3.0206
H -4.5939 -4.9059 3.3724
H -4.3303 -6.0412 4.6788
H -2.1737 -6.7380 3.5926
H -2.8597 -4.2854 2.0098
H -2.3254 -5.7203 1.1731
H -0.5875 -5.0139 0.1694
H 0.7349 -4.3802 1.1400
H -0.6230 -3.3285 0.8422
C 0.0966 5.6088 7.7806
C 0.8816 4.7317 6.8199
C 0.2332 3.4660 6.4671
O 1.1122 2.3321 6.1699
C 0.3837 1.0600 6.1905
N 1.1264 5.4628 5.5913
H 1.5334 6.3832 5.7600
H 1.9647 4.4208 3.9118
H 0.1848 5.6956 5.2041
H -0.3479 5.1149 8.5960
H -0.7270 5.9945 7.1714
H 0.6172 6.5242 8.2264
H 1.8761 4.4703 7.1695
H -0.3476 3.7503 5.6122
H -0.4237 3.0946 7.2902
H -0.4026 1.0530 6.9849
H 1.2084 0.3423 6.3443
H -0.0534 0.7752 5.1865
C 0.7401 1.7379 1.7965
C 0.0641 1.0041 0.6216
O -0.4220 -0.1161 0.7905
N 0.0000 1.6761 -0.5627
H 0.4257 2.5772 -0.4775
H 3.1115 8.9733 -2.5132
C -0.6493 1.1806 -1.7695
H 1.1020 0.9356 2.4903
H 0.1082 2.4165 2.3305
H 1.4817 2.3999 1.3169
H 0.0732 0.9364 -2.4812
H -1.3373 1.9226 -2.2599
H -1.3008 0.3007 -1.6173
C -5.8139 3.3125 1.2300
C -6.0778 2.6398 2.5952
O -5.0568 2.3674 3.3083
N -7.3232 2.2110 2.7886
H -3.6523 0.6881 3.7595
H -7.9716 2.3604 2.0387
C -7.9121 1.9173 4.0618
H -5.9470 2.6024 0.4538
H -4.8148 3.7585 1.1144
H -6.5196 4.1923 1.1638
H -7.2102 1.4720 4.7404
H -8.6546 1.1424 4.0456
H -8.1983 2.8873 4.4791
C 6.8648 -0.3652 -5.2146
C 5.4418 0.0842 -4.9673
O 4.8664 0.1072 -3.8659
N 4.7757 0.3592 -6.0823
H 5.2723 0.3852 -6.9581
H 4.8028 -0.6996 -1.8015
C 3.4169 0.7878 -6.0685
H 6.6746 -1.2891 -5.7130
H 7.3771 -0.5687 -4.2632
H 7.5074 0.3012 -5.8288
H 2.9009 0.3658 -5.2250
H 2.8938 0.5151 -6.9885
H 3.3868 1.8700 -5.9885
O -3.3889 -2.0502 -2.9594
C -4.1167 -2.0823 -1.7801
O -5.2774 -1.6393 -1.9883
O -3.5770 -2.5765 -0.7832
H -3.9227 -1.4985 -3.5524
O 2.3934 -1.4470 -0.1950
C 3.0424 -1.2342 -1.4003
O 2.5303 -1.3438 -2.5310
O 4.3121 -0.9571 -1.0583
H 1.4375 -1.3177 -0.3127
O 0.9861 5.3610 1.9650
C 2.0982 4.4842 2.0530
O 2.4690 3.9768 3.2264
O 2.7492 4.2711 1.0901
H 1.0909 5.8252 1.1033
O -3.1532 -0.6783 1.9194
C -2.9653 -1.0139 3.1874
O -2.3819 -2.0835 3.4908
O -3.4087 -0.1959 4.0703
H -2.9200 -1.3875 1.2901
O 0.4722 7.5081 -3.0133
C 1.5881 7.3777 -2.3719
O 2.9632 8.2146 -3.1436
O 1.9668 6.3991 -1.6510
H 2.6832 4.3904 -9.5803
*
```

Properties
Electronic energy in eV: -107830.6177
E_LUMO in eV: -13.8

Atom charges from the Mulliken analysis, given in e for atoms 1 to 4: atom 1 (C): -0.77, atom 2 (N): 0.08, atom 3 (C): -1.30, atom 4 (C): -0.91

***

DFT (the ωB97M-V functional and the def2-TZVPD basis) results for a 11-piece molecular cluster, C42H111N5O16 overall at a distorted geometry.

ORCA input file:
```
! wB97M-V def2-TZVPD RIJCOSX def2/J DEFGRID3
* xyz 0 1
C -3.2637 8.2407 -5.6942
O -3.9973 7.0151 -5.4300
C -3.4955 5.9050 -6.1986
C -4.3910 4.7379 -5.8887
N -4.1370 4.2010 -4.5539
C -4.8378 2.8940 -4.3946
C -5.1395 2.6559 -2.9210
O -3.8910 2.4561 -2.1781
C -3.9729 2.9189 -0.8995
H -3.0604 8.4494 -6.7470
H -2.2305 8.2791 -5.2523
H -3.9506 9.0444 -5.3136
H -2.4448 5.6652 -5.9565
H -3.6227 6.0806 -7.2923
H -4.1774 3.9448 -6.6044
H -5.4181 5.0963 -6.0605
H -4.5524 4.8519 -3.9163
H -4.1977 2.1479 -4.9068
H -5.8643 2.8692 -4.7886
H -5.6651 1.7528 -2.8239
H -5.8096 3.4030 -2.5117
H -3.0254 2.8462 -0.3744
H -4.6822 2.3307 -0.3169
H -4.2946 3.9584 -0.8370
C 4.6830 -6.5613 -0.9838
O 3.9765 -7.2032 0.0579
C 2.7348 -7.7507 -0.4890
C 1.9051 -8.2509 0.7026
N 1.4850 -7.1796 1.6086
C 0.3863 -6.4060 0.9752
C 0.0815 -5.2376 1.9197
O -0.7261 -4.3530 1.2517
C -1.3504 -3.3668 1.9833
H 5.6672 -6.2379 -0.6307
H 4.1854 -5.6462 -1.3916
H 4.8593 -7.3027 -1.8352
H 2.9791 -8.5275 -1.2369
H 2.1866 -6.9497 -1.0493
H 2.4997 -8.9343 1.3142
H 1.0698 -8.8580 0.3116
H 2.2505 -6.5710 1.7875
H -0.4795 -7.0559 0.7775
H 0.6010 -5.9402 0.0314
H 0.9836 -4.7806 2.2635
H -0.4405 -5.6062 2.8373
H -2.0925 -2.8716 1.3507
H -0.7308 -2.5227 2.2843
H -1.8179 -3.6680 2.9084
C 3.1818 -1.3321 4.7109
O 2.7519 -2.1475 3.6949
C 2.3448 -1.4811 2.4734
C 3.5293 -0.9135 1.6678
N 4.5121 -1.8971 1.2729
C 5.6900 -1.5338 0.5285
C 6.6165 -2.7194 0.5056
O 7.0160 -3.0596 1.7775
C 7.6440 -4.2978 1.8677
H 3.9233 -0.6229 4.2770
H 3.6731 -1.9607 5.4516
H 2.3498 -0.7960 5.1910
H 1.8340 -0.5555 2.7692
H 1.7332 -2.1563 1.8878
H 4.0872 -0.0766 2.1612
H 3.0400 -0.5302 0.7763
H 4.7562 -2.3693 2.1066
H 6.2925 -0.6990 0.9600
H 5.3389 -1.2522 -0.5110
H 7.5036 -2.5969 -0.1521
H 6.0349 -3.5506 0.0216
H 6.9420 -5.1025 1.5579
H 7.9763 -4.4724 2.9283
H 8.5380 -4.3505 1.2306
C -2.8385 -2.9204 7.0464
O -2.5069 -1.8905 6.1166
C -1.2221 -2.1451 5.5714
C -0.9567 -0.9526 4.6948
N -0.9952 0.3131 5.4058
C -0.7636 1.4866 4.5670
C -0.8118 2.7421 5.3539
O -2.1474 2.9235 5.8321
C -2.0602 4.0797 6.6637
H -2.0953 -2.8805 7.8446
H -2.8060 -3.9455 6.6090
H -3.8595 -2.7421 7.4211
H -1.3155 -3.0338 4.9462
H -0.4416 -2.2369 6.3159
H -1.6908 -1.0340 3.8593
H 0.0651 -1.0409 4.2453
H -1.9091 0.3707 5.8552
H -1.5091 1.5248 3.7725
H 0.2197 1.4118 4.1353
H -0.6165 3.6120 4.6574
H -0.1157 2.6781 6.1622
H -1.2821 3.9365 7.4700
H -3.0286 4.1676 7.1578
H -1.9101 5.0052 6.0822
C 1.6999 -3.7522 -4.9117
O 0.7645 -2.6985 -5.2084
C -0.5977 -3.0162 -5.0559
C -1.4532 -1.7640 -5.2340
N -1.2931 -0.9819 -4.0331
C -1.5959 0.3981 -4.1643
C -0.9253 1.1856 -3.0019
O 0.4687 0.7942 -2.7681
C 1.3697 1.1280 -3.8184
H 2.6784 -3.2148 -4.9819
H 1.6297 -4.6126 -5.5843
H 1.6283 -4.0039 -3.8679
H -0.8150 -3.4979 -4.0665
H -0.8667 -3.7960 -5.8056
H -2.5134 -2.0015 -5.3678
H -1.1030 -1.2723 -6.1695
H -0.3056 -1.0328 -3.8021
H -2.6920 0.4934 -3.9711
H -1.2967 0.9452 -5.0503
H -1.3267 0.9154 -1.9903
H -0.9581 2.2558 -3.1022
H 1.1382 2.0724 -4.2937
H 1.4631 0.2915 -4.5212
H 2.3595 1.2305 -3.3310
C -0.6336 4.7550 -1.7260
C -1.6687 5.6576 -2.4587
O -1.6343 5.3845 -3.8440
H -0.5674 5.0359 -0.6812
H 0.3378 4.8813 -2.2039
H -0.9511 3.7259 -1.8044
H -1.3087 6.7315 -2.3710
H -2.6495 5.5374 -2.0101
H -2.1941 4.6254 -4.0806
C -2.1726 4.3799 2.4583
C -2.2747 5.8083 3.0419
O -1.1796 6.5227 2.3811
H -1.1435 4.0931 2.3091
H -2.6733 4.3243 1.4913
H -2.6674 3.6252 3.0745
H -2.1301 5.7987 4.1196
H -3.2737 6.2552 2.8223
H -1.1197 7.3898 2.7647
C 3.3402 3.2963 -1.5852
C 4.0615 2.1949 -0.8291
O 3.9527 2.2839 0.6150
H 3.5398 4.2906 -1.2434
H 2.2846 3.0503 -1.5949
H 3.7490 3.1691 -2.5815
H 5.1440 2.1371 -1.0502
H 3.7094 1.1963 -1.1347
H 4.3315 3.1143 0.8766
C 1.3595 -2.2946 -1.4965
C 2.0606 -3.5446 -1.0489
O 3.4710 -3.2972 -0.9503
H 0.2884 -2.5620 -1.5114
H 1.5606 -1.9951 -2.5346
H 1.5696 -1.4482 -0.7967
H 1.9107 -4.3888 -1.7174
H 1.6457 -3.9369 -0.1066
H 3.6914 -3.1335 -0.0112
C -4.1526 -0.5614 0.3087
C -4.2256 0.1733 1.6609
O -3.5972 -0.6526 2.6516
H -4.5427 -1.5976 0.3036
H -3.0981 -0.5385 -0.0178
H -4.7023 -0.0131 -0.4631
H -5.2538 0.2915 1.8826
H -3.7185 1.1169 1.6514
H -4.0476 -1.4992 2.6223
C -0.5953 0.7843 0.7638
C 0.6250 1.6830 0.5309
O 1.4217 1.4908 1.7133
H -0.8894 0.9112 1.8089
H -0.3957 -0.2478 0.5167
H -1.4538 1.1598 0.2262
H 0.3735 2.7404 0.3089
H 1.2169 1.3105 -0.3071
H 2.3246 1.8007 1.5286
*
```

Properties
Energy relative to the best compared isomer or geometry (same formula, charge and spin) in eV: 0.000
SMILES: COCCNCCOC.COCCNCCOC.COCCNCCOC.COCCNCCOC.COCCNCCOC.CCO.CCO.CCO.CCO.CCO.CCO
Electronic energy in eV: -85555.4255
E_LUMO in eV: 0.6

Atom charges from the Mulliken analysis, given in e for atoms 1 to 4: atom 1 (C): -0.73, atom 2 (O): -0.32, atom 3 (C): -0.38, atom 4 (C): -0.91

***

Q: Look up the electronic energy of the first one.
A: -107830.6177 eV